Formula: C32H27N10OSm
Source: the OMol25 dataset
Level of theory: ωB97M-V/def2-TZVPD

Atoms and positions in Å:
Sm (0.53577, 0.21665, -2.35720)
C (1.05322, 1.06631, -5.40168)
N (-0.10626, 0.65596, -4.61037)
C (-1.33283, 1.07214, -4.83599)
C (-2.30001, 1.01672, -3.73697)
C (-3.56419, 1.66427, -3.62746)
C (-4.07179, 1.22174, -2.40883)
C (-3.09071, 0.41242, -1.80830)
N (-1.94930, 0.31932, -2.53181)
C (2.13945, 1.27282, -4.40953)
C (2.57403, 2.57289, -4.04748)
C (3.25190, 2.78373, -2.80269)
C (3.56272, 1.65124, -2.01520)
C (3.33572, 0.32005, -2.49638)
C (2.64517, 0.15628, -3.69184)
H (0.88734, 1.95494, -6.04747)
H (1.37059, 0.19742, -6.02947)
H (-1.63309, 1.45688, -5.80410)
H (-3.89984, 2.29804, -4.43679)
H (-5.01103, 1.46213, -1.95909)
H (-3.21392, -0.12381, -0.88455)
H (2.30815, 3.45144, -4.69514)
H (3.46718, 3.79927, -2.50131)
H (4.16213, 1.71542, -1.11212)
H (3.81261, -0.53408, -1.97637)
H (2.51500, -0.83891, -4.07099)
C (-0.91001, -4.97891, 0.13523)
N (-0.24373, -4.04815, -0.73530)
C (-0.27363, -2.71893, -0.75881)
N (0.20349, -2.25430, -1.90967)
C (0.51923, -3.39946, -2.60749)
N (0.22773, -4.49413, -1.93316)
C (-1.64004, -4.43466, 1.31655)
C (-3.02233, -4.70858, 1.44178)
C (-3.77899, -3.90857, 2.25499)
C (-3.20324, -3.02907, 3.14668)
C (-1.83420, -2.78386, 3.07312)
C (-1.03589, -3.50398, 2.18278)
C (-1.23235, -1.76501, 3.92624)
N (-1.66402, -1.37790, 5.10523)
N (-0.87751, -0.33635, 5.53171)
C (0.03927, -0.15989, 4.62777)
O (-0.04853, -1.09923, 3.57740)
C (1.08337, 0.90804, 4.65634)
C (1.43750, 1.50407, 5.86035)
C (2.02518, 2.73526, 5.85010)
C (2.12093, 3.41963, 4.62158)
C (1.81861, 2.79236, 3.39879)
C (1.65855, 3.63693, 2.17743)
N (0.89232, 2.98603, 1.11820)
C (1.39561, 2.41447, 0.00154)
N (0.46802, 1.61109, -0.57101)
C (-0.59050, 1.74557, 0.25713)
N (-0.43865, 2.60815, 1.27594)
C (1.39035, 1.46360, 3.43062)
H (-0.17093, -5.71724, 0.38394)
H (-1.62364, -5.55891, -0.50286)
H (-0.67210, -2.06304, -0.01054)
H (0.87928, -3.45601, -3.63061)
H (-3.53319, -5.40322, 0.80532)
H (-4.85170, -4.03751, 2.24145)
H (-3.78902, -2.50210, 3.90098)
H (0.04371, -3.36050, 2.21316)
H (1.19923, 1.00607, 6.80415)
H (2.37907, 3.25464, 6.75271)
H (2.37016, 4.43430, 4.56036)
H (2.67250, 3.92562, 1.70709)
H (1.05600, 4.55222, 2.37725)
H (2.38310, 2.69243, -0.42865)
H (-1.58508, 1.29174, 0.15291)
H (1.30803, 0.87606, 2.52039)

Computed properties:
HOMO energy (alpha / beta) = -13.0 / -13.0 eV
total charge = +2
largest force on an atom = 3.324 eV/Å
energy above the lowest of the compared OMol25 structures with the same formula, charge and spin = 48.5 kJ/mol
LUMO energy (alpha / beta) = -7.0 / -6.7 eV
orbital gap (alpha / beta) = 6.00 / 6.32 eV
electronic energy = -68459.6494 eV
⟨S²⟩ = 8.760
spin multiplicity = 6


Formula: C3H7NO
Source: the OMol25 dataset
Level of theory: ωB97M-V/def2-TZVPD

Atoms and positions in Å:
C (-1.45402, 1.60906, -1.51783)
C (-1.07224, 0.42797, -2.12610)
O (-1.11874, 0.17802, -3.45828)
H (-1.03917, 1.85705, -0.54467)
H (-2.04270, 2.39686, -2.10713)
H (-0.65068, -0.31645, -1.52864)
H (-1.30623, -0.70558, -3.56606)
C (2.02685, -0.60154, 3.87112)
N (1.48703, -1.56028, 3.26160)
H (1.24881, 0.02189, 4.42861)
H (3.06040, -0.52432, 4.14928)
H (2.26671, -1.84451, 2.64049)

Computed properties:
HOMO energy = -9.0 eV
largest force on an atom = 4.203 eV/Å
energy above the lowest of the compared OMol25 structures with the same formula, charge and spin = 337.9 kJ/mol
LUMO energy = 0.9 eV
orbital gap = 9.85 eV
structure (SMILES) = C=CO.C=N
electronic energy = -6759.2481 eV


Formula: C22H20BrN10O2ReS2
Source: the OMol25 dataset
Level of theory: ωB97M-V/def2-TZVPD

Atoms and positions in Å:
Re (0.62462, 0.05101, 0.55842)
N (1.75696, 1.59084, 3.56962)
C (0.53501, 1.95058, 3.15485)
N (-0.03569, 2.98702, 3.71735)
C (-1.31887, 3.21079, 3.40968)
N (-1.89445, 4.32310, 3.80139)
N (-2.09529, 2.29950, 2.73627)
C (-1.44106, 1.35444, 2.15774)
N (-0.06960, 1.19740, 2.16865)
C (-2.16683, 0.26761, 1.46626)
C (-3.53820, 0.13664, 1.49980)
C (-4.10982, -0.96717, 0.87960)
C (-3.28985, -1.88739, 0.24408)
C (-1.92338, -1.67641, 0.22369)
N (-1.36803, -0.62089, 0.83827)
H (2.14518, 2.11747, 4.33920)
H (2.07890, 0.64768, 3.43783)
H (-1.36942, 5.00757, 4.32433)
H (-2.87198, 4.48212, 3.61444)
H (-4.12897, 0.88169, 2.01322)
H (-5.18231, -1.10734, 0.89634)
H (-3.69852, -2.76192, -0.24209)
H (-1.24979, -2.35316, -0.28493)
N (-2.04578, -0.58066, -7.19644)
C (-1.51033, -0.40921, -5.98941)
C (-0.61920, -1.37678, -5.45421)
C (-0.05439, -1.20033, -4.22644)
C (-0.37715, -0.04375, -3.48196)
C (-1.26392, 0.93114, -3.99116)
C (-1.82244, 0.74256, -5.22020)
S (0.43133, 0.26114, -2.06056)
O (0.75666, -1.00803, -1.27138)
O (-0.36877, 1.06812, -1.06359)
N (1.78793, 1.01589, -2.32347)
C (2.55047, 1.33301, -1.29841)
S (4.00799, 2.18714, -1.56510)
C (4.34197, 2.13809, 0.12216)
C (3.38057, 1.51184, 0.81635)
N (2.31385, 1.02839, 0.05133)
H (-1.81321, -1.37741, -7.76451)
H (-2.65695, 0.10793, -7.60211)
H (-0.38168, -2.25862, -6.03416)
H (0.63520, -1.93864, -3.83937)
H (-1.49754, 1.82164, -3.42266)
H (-2.50527, 1.48012, -5.62037)
H (5.24575, 2.57002, 0.52359)
H (3.38808, 1.36698, 1.88138)
Br (3.17506, -5.09771, 3.94657)
C (2.48501, -3.64715, 3.04547)
C (1.36843, -2.96779, 3.54532)
C (0.87458, -1.89756, 2.84703)
N (1.43973, -1.45735, 1.69119)
C (2.52050, -2.12557, 1.20932)
C (3.06258, -3.20932, 1.85138)
H (0.89233, -3.28098, 4.46381)
H (0.00526, -1.35369, 3.19061)
H (2.94027, -1.75541, 0.28331)
H (3.92446, -3.70921, 1.43268)

Computed properties:
HOMO energy (alpha / beta) = -15.8 / -15.8 eV
total charge = +3
largest force on an atom = 0.861 eV/Å
energy above the lowest of the compared OMol25 structures with the same formula, charge and spin = 0.0 kJ/mol
LUMO energy (alpha / beta) = -11.4 / -10.4 eV
orbital gap (alpha / beta) = 4.43 / 5.38 eV
electronic energy = -135954.3568 eV
⟨S²⟩ = 0.868
spin multiplicity = 2


> Among the records above, which one has the highest energy above the lowest of the compared OMol25 structures with the same formula, charge and spin?

C3H7NO


> Which formula does entry 2 have?

C3H7NO


> What is the electronic energy in the second record?

-6759.2481 eV